1.
The following is a DFT calculation (the ωB97M-V functional and the def2-TZVPD basis) of C31H31N2OS5SbSnTe as an isolated structure.

Computed properties:
ΔE to the lowest compared entry with this formula, charge and spin in kcal per mole: 0.00
Kohn-Sham gap in eV: 5.49
Max |F| in eV/Å: 0.16
Energy in Ha: -4098.3224
HOMO energy in eV: -1.79
Total charge: -2

Geometry (Å):
H  -2.14268  -2.64532  5.54153
C  2.10815  4.08040  -1.02960
H  1.53364  5.16661  3.18902
C  -0.15133  -4.24049  0.23648
H  2.69882  -3.49302  0.93196
Sn  0.01170  0.17781  1.71528
C  -2.96660  -2.06690  1.66162
H  -2.45680  5.14190  0.13513
H  -3.35916  -1.72518  3.73322
C  0.96336  4.45891  2.60642
C  -4.03448  -1.08875  1.23517
H  -2.69395  0.71069  -1.85730
Te  0.45229  -0.34555  -2.23715
O  -1.98921  -3.12388  -1.63339
H  0.57779  4.84008  -2.33702
S  2.54129  -0.09685  2.13031
S  2.27470  -2.69839  4.94302
H  -1.49696  -4.27469  5.23680
N  -1.75293  1.92321  -0.50280
H  3.95716  -2.70739  1.50427
H  -4.72401  -1.51156  0.50236
H  -2.84002  -1.47670  -0.88952
H  -4.15264  4.72925  -1.61657
C  -0.90673  -3.70880  2.54502
Sb  2.08348  -0.46919  4.45236
H  0.65964  -4.69902  0.80188
H  3.48790  3.02806  0.24155
C  -1.43943  -3.22310  4.94235
H  -0.64369  -5.01431  -0.35409
C  0.13528  2.44298  1.73862
H  4.05263  0.74083  -5.90053
C  -2.34353  -2.44438  -0.69061
C  2.70446  2.94941  -0.50138
H  -0.42187  -2.88019  5.15166
H  -3.58837  -0.19055  0.79861
C  -2.15851  -2.74506  0.73414
C  -2.74835  -2.26121  3.01493
H  1.71422  2.56725  3.29139
C  3.02820  -1.08858  -6.35674
C  -3.47953  3.93681  -1.31011
S  3.24868  1.00914  5.72455
C  -1.71755  -3.07114  3.47863
H  0.55847  -2.43666  -4.47422
H  -4.28735  2.44035  -2.65246
N  3.49054  -3.60974  1.55362
H  2.72041  0.81113  -0.44950
H  2.42866  5.06269  -0.70582
C  -3.56281  2.67430  -1.88394
C  2.26515  1.68717  -0.88984
C  -1.66136  3.13857  0.05152
C  -2.53129  4.17134  -0.33666
C  1.32269  -1.73121  -4.78378
C  3.28264  0.04214  -5.59428
H  -0.05915  -4.28232  2.90440
S  -0.20719  5.01040  1.48276
H  3.59429  -1.27997  -7.26000
C  -0.60759  3.36174  1.04606
S  -0.22602  0.14135  4.27469
H  3.08300  -3.59457  2.49089
C  -1.11171  -3.57172  1.18038
C  -2.67605  1.71068  -1.43315
H  -4.61373  -0.77611  2.10385
C  1.04097  3.10401  2.63320
C  2.56547  0.28900  -4.43062
C  1.06553  3.95531  -1.94486
H  1.83340  -2.86667  -6.52327
H  0.27080  -3.52800  -0.47341
C  1.21292  1.56056  -1.78173
C  1.57642  -0.59641  -4.01333
C  2.04238  -1.97569  -5.94288
H  2.78298  1.17347  -3.84445
H  -0.23019  2.60119  -2.98908
C  0.61268  2.70057  -2.31549

2.
The following is a DFT calculation (the ωB97M-V functional and the def2-TZVPD basis) of a 2-piece molecular cluster, C4H5Br overall in a non-equilibrium geometry.

Computed properties:
ΔE to the lowest compared entry with this formula, charge and spin in kcal per mole: 103.95
Kohn-Sham gap in eV: 9.08
Max |F| in eV/Å: 4.70
Energy in Ha: -2729.2051
HOMO energy in eV: -9.18
Total charge: 0

Geometry (Å):
Br  2.93161  0.00788  -0.43202
C  1.10096  -0.13574  -0.29500
H  0.05744  -2.21471  0.10318
C  -0.02915  0.03471  0.66208
H  -0.88785  -1.09675  -0.99747
H  -0.03250  0.42806  2.38980
H  -0.37736  1.09005  -1.37928
C  0.15478  1.05443  -0.40824
C  -0.02663  -1.17155  -0.31441
H  0.70841  1.88072  -0.28275

3.
The following is a DFT calculation (the ωB97M-V functional and the def2-TZVPD basis) of a 2-piece molecular cluster, C31H35N3O3 overall in a non-equilibrium geometry.

Computed properties:
ΔE to the lowest compared entry with this formula, charge and spin in kcal per mole: 54.02
Kohn-Sham gap in eV: 2.91
Max |F| in eV/Å: 3.11
Energy in Ha: -1592.1783
HOMO energy in eV: -5.43
Total charge: 0

Geometry (Å):
H  -5.34209  0.86711  1.76596
C  3.57015  0.72283  0.79568
C  7.63053  -2.31985  1.24390
H  4.72706  -2.73854  -0.40164
O  -3.03798  2.51473  -2.94374
H  -5.15079  3.02215  -2.52038
H  1.55647  -1.46289  -3.84672
H  0.86962  1.61416  -0.94771
C  6.75653  -2.67739  0.23997
H  5.42968  -1.02495  3.43306
H  -7.01281  -0.94542  1.67920
C  0.56815  1.55138  -4.35139
C  2.88116  -0.62271  0.67975
C  -5.03276  -0.14605  1.56472
H  -3.93502  -3.75661  0.81475
C  -6.59547  2.19555  -1.11920
C  -3.39797  1.38147  -2.63554
C  0.36573  1.73433  0.00882
H  -0.62094  1.28721  -0.08251
H  -2.92461  -0.71233  -2.56763
H  2.48930  3.66464  0.47377
H  -1.15900  -0.11295  1.15215
H  -4.50683  2.78504  -0.89232
H  3.02354  -0.99606  -0.34243
C  -4.24109  -2.74630  1.02824
C  0.47183  -1.35075  0.75662
C  -5.18325  2.35472  -1.64586
H  -7.30019  2.00416  -1.92847
C  -0.38171  -0.76829  -3.36885
H  0.79850  -2.35214  0.54089
C  -0.70905  1.53296  -3.88151
C  -3.70578  -0.41825  1.34640
H  2.62690  3.39625  2.22532
H  -0.32999  0.84214  2.65405
H  7.13352  -3.11325  -0.67013
C  4.90098  -1.88593  1.54785
H  -1.31282  2.42274  -3.89906
C  -5.97002  -1.16342  1.51671
H  8.68897  -2.48399  1.12245
H  -1.64355  -3.06961  0.64966
C  -1.89467  -2.04643  0.86033
H  -6.65670  1.34944  -0.43589
C  -2.54293  0.24997  -2.85454
C  0.88593  -0.61920  -3.84953
H  3.22998  -1.24951  2.70318
H  4.03131  3.15395  1.17490
C  -0.87468  -1.11785  0.92875
H  -0.71826  -1.70876  -2.96638
C  5.40213  -2.46513  0.39149
O  -4.60118  1.13044  -2.02000
C  2.94908  3.04962  1.24453
C  5.79446  -1.50967  2.54260
H  -6.29999  -3.25179  1.20016
H  2.88652  -2.57533  1.61711
H  1.31548  0.92956  3.26124
H  0.50621  2.38825  2.71622
H  -3.00330  0.39350  1.37322
H  0.97181  2.46179  -4.76371
C  3.43012  -1.62806  1.69587
C  -1.24926  0.34018  -3.36440
O  4.75764  0.94071  0.68625
C  1.20483  1.10137  1.11529
N  1.38789  0.50531  -4.35347
H  7.83294  -1.42410  3.16677
C  -3.26652  -1.73095  1.07501
C  -5.56758  -2.46172  1.24646
C  7.14861  -1.72740  2.39145
C  0.63318  1.32731  2.51255
H  0.23623  2.79983  0.18554
H  -6.93620  3.08371  -0.58634
N  2.59164  1.65668  1.05161
N  1.42035  -0.37161  0.85888

4.
The following is a DFT calculation (the ωB97M-V functional and the def2-TZVPD basis) of a 9-piece molecular cluster, C34H43F21N2O14 overall in a non-equilibrium geometry.

Computed properties:
Kohn-Sham gap in eV: 8.35
Max |F| in eV/Å: 3.87
Energy in Ha: -4581.4529
HOMO energy in eV: -7.74
Total charge: 0
SMILES: CCOC(=O)C(F)(F)F.CCOC(=O)C(F)(F)F.CCOC(=O)C(F)(F)F.CCOC(=O)C(F)(F)F.CCOC(=O)C(F)(F)F.CCOC(=O)C(F)(F)F.CCOC(=O)C(F)(F)F.c1cc[nH]c1.CC#N

Geometry (Å):
H  5.41628  4.42787  3.02352
O  5.36475  -1.01117  0.83446
H  4.99578  -5.74803  0.54773
C  -6.28539  -0.01161  -1.99388
F  -0.62038  4.04464  1.67046
F  2.30647  -2.02532  2.19049
O  -1.01960  -0.47138  -0.14689
F  -4.15662  -1.04740  3.26518
F  3.75725  -7.79224  -3.90426
F  -1.96370  -1.94415  -2.37763
H  0.80582  -1.70581  -2.35421
F  -1.99641  -3.07515  -0.53069
C  7.89344  2.70822  0.94925
H  -8.72624  1.07803  5.94442
C  -4.16723  2.27109  -4.35917
C  2.47846  -7.48458  -3.58360
C  -5.42681  -0.92959  3.66540
F  4.22821  2.69488  -0.31639
C  -3.20470  2.35136  -3.34222
C  2.97405  -1.27988  1.28394
C  -2.56427  -2.03889  -1.16043
F  0.44269  4.68701  -0.05740
N  -0.01315  -0.38767  -3.86771
H  -8.73070  1.28464  2.84695
H  4.22542  5.57073  2.58693
C  1.05952  -6.83659  -0.17929
H  -6.04424  4.64987  -0.64709
F  -5.51599  -1.20558  4.97909
C  -5.95289  4.02025  0.22732
H  5.00889  4.67383  1.24641
H  -0.71456  0.08919  -3.32351
F  1.99489  -6.48657  -4.32283
C  6.40526  1.83376  -0.64033
H  -6.94629  3.61279  0.41691
H  0.36121  -4.78507  -0.55602
C  4.88560  1.97468  -1.16705
O  -5.54963  1.50475  3.05336
C  -0.63711  0.68026  0.54448
C  5.55497  -3.73433  0.01429
H  1.77286  -7.42582  0.37437
F  -6.94437  -1.06877  -1.53934
H  9.27339  4.26320  1.06015
H  -9.85579  2.07506  4.95185
C  -0.81421  0.53677  2.02223
H  2.18284  -4.92670  -0.13182
C  5.74285  -4.99903  0.80331
H  -9.92884  0.32559  4.76468
H  -4.78022  2.34791  0.92828
C  -9.27581  1.20797  4.93771
C  3.56241  3.51278  2.46952
O  1.14586  -7.25696  -1.57297
H  -3.98475  3.43527  -0.23625
F  1.77631  -8.55385  -3.88751
O  2.44354  3.75082  1.55999
H  7.87822  2.54523  2.06511
H  5.68805  -4.82958  1.89453
O  4.40445  -3.04083  0.53190
F  5.00130  2.66030  -2.30377
H  -0.43139  1.36180  2.55793
H  2.16002  -2.67278  -4.40385
C  1.14726  -1.12943  -5.61260
O  6.51662  2.43217  0.53665
C  4.44748  -1.79529  0.85426
O  3.30420  -6.56249  -1.64139
O  -7.29689  0.30822  3.85435
O  -6.59575  0.74663  0.24488
C  8.33502  4.14616  0.58814
H  -7.69646  2.35916  3.96262
H  6.79565  -5.38013  0.61469
C  0.27724  4.93474  1.19371
H  0.06660  -7.10885  0.17087
C  1.64885  4.70043  2.01057
H  -3.83387  2.87872  -5.20090
C  -4.96539  2.94939  0.02109
C  0.22479  -0.17515  -5.19479
C  2.31613  -7.05796  -2.12075
H  -0.25720  -0.41591  2.32575
H  1.63932  -1.14863  -6.59246
F  -0.24886  6.13038  1.45543
H  0.43278  0.93727  0.24012
N  -2.46788  2.45013  -2.48530
F  -6.98920  0.55514  -3.01617
H  -0.36876  0.42606  -5.89762
O  1.95577  5.38375  2.92396
H  3.92034  2.57444  2.05904
H  7.66684  4.82155  1.01986
H  -5.65157  4.66019  0.98583
F  -5.13378  -0.33981  -2.47452
H  6.42017  -3.09962  0.11575
F  -6.07225  -1.90342  3.02831
H  -1.86271  0.45077  2.30295
H  -5.10905  2.74557  -4.03417
F  -3.85971  -2.26209  -1.29594
C  -2.28915  -0.69987  -0.39649
C  4.63670  4.58118  2.30509
C  -6.12575  1.03857  -0.82917
C  -6.06820  0.44543  3.40616
F  2.14952  -1.24229  0.20956
H  5.43453  -3.96082  -1.01635
H  3.21687  3.39255  3.45761
O  7.23762  1.28339  -1.27977
F  4.22542  0.86611  -1.39498
H  8.28474  4.27474  -0.46112
O  -3.23269  -0.02690  -0.08764
F  3.10088  -0.02942  1.85681
C  1.56154  -1.85002  -4.51213
O  -5.35605  2.04628  -1.06062
C  -8.22922  1.41431  3.84288
H  8.56744  2.02306  0.45341
H  -4.36385  1.19673  -4.60080
H  0.92336  -5.10585  1.04527
H  -1.29229  1.45809  0.17776
C  0.81857  -1.36464  -3.40982
C  1.15448  -5.35800  0.04614